# 1
DFT (ωB97M-V with the def2-TZVPD basis set) results for a structure of composition C6H9NO at a distorted geometry.

Output
**Calculated total energy**: -363.86095 Eh

```
! RIJCOSX wB97M-V def2-TZVPD def2/J DEFGRID3
* xyz 0 1
C 0.614 1.731 -0.952
C -0.244 -0.799 -0.767
C 0.729 -1.529 0.067
C 0.740 -0.175 0.843
C -0.691 0.012 1.343
C -1.416 -0.495 0.142
H -0.232 1.922 -1.604
H 0.550 2.516 -0.114
H 1.521 2.069 -1.544
H -0.566 -1.020 -1.806
H 1.650 -1.841 -0.359
H 0.020 -2.327 0.541
H 1.598 0.077 1.555
H -1.087 -0.208 2.335
H -2.220 -1.209 0.208
N 0.638 0.420 -0.502
O -1.605 0.856 0.612
*
```

=====

# 2
DFT (ωB97M-V with the def2-TZVPD basis set) results for the ion C10H20IN2O with charge +1 at a distorted geometry.

Output
**Calculated total energy**: -875.03808 Eh

```
! RIJCOSX wB97M-V def2-TZVPD def2/J DEFGRID3
* xyz 1 3
C 1.361 -1.216 -1.219
C 1.993 2.341 -0.689
C 0.617 2.551 -0.039
C 2.117 1.235 -1.610
C 0.396 1.586 1.048
C 2.225 -0.081 -0.914
C -3.491 -0.915 0.262
C -1.508 -2.190 1.194
C -1.182 -0.032 0.064
C -2.071 -0.829 0.998
N 1.543 -2.419 -0.507
N 0.078 0.195 0.687
O 0.394 -1.102 -1.991
I 3.690 -0.293 0.604
H 2.277 3.136 -1.182
H 2.743 2.246 0.010
H 0.583 3.547 0.517
H -0.075 2.554 -0.939
H 1.229 1.221 -2.245
H 3.089 1.316 -2.125
H 1.174 1.470 1.742
H -0.460 2.052 1.683
H -3.437 -1.597 -0.613
H -3.636 0.088 -0.270
H -4.244 -1.088 0.956
H -1.477 -2.745 0.332
H -0.541 -2.145 1.803
H -2.082 -2.752 1.930
H -1.029 -0.512 -0.975
H -1.705 0.942 -0.230
H -2.179 -0.210 1.963
H 2.513 -2.744 -0.673
H 0.845 -3.073 -0.893
H 0.249 -0.538 1.322
*
```